# 1
Here is a 3-piece molecular cluster, C3H10N5O3 overall from the OMol25 dataset. Energies are from the ωB97M-V functional and the def2-TZVPD basis.

Computed properties:
Total charge   +1
Energy above the lowest of the compared OMol25 structures with the same formula, charge and spin   0.0 kcal per mole

```
21
C3H10N5O3 the ωB97M-V functional and the def2-TZVPD basis
C 3.9501 -2.0299 -0.4593
C -0.4096 -0.2202 -0.0345
C 2.6919 1.8174 -0.3285
N -1.4874 0.1076 -0.7212
N -0.5925 -0.7050 1.1571
N 2.1026 0.7386 -0.7600
N -2.7751 -0.4114 -0.3792
N 0.5526 -1.0509 1.9454
O 5.0504 -2.0027 -0.7834
O 2.9008 -2.0603 -0.0033
O 2.1285 2.5539 0.5713
H 2.7547 0.0707 -1.3110
H 0.6565 0.0617 -0.3562
H 3.6709 2.0370 -0.5101
H -1.3803 0.7474 -1.5526
H -1.4802 -0.9825 1.4431
H 0.7941 -2.0483 1.9343
H -3.4271 0.0439 0.2116
H -3.1378 -1.0413 -1.1110
H 1.4255 -0.5147 1.6034
H 1.2198 2.4560 0.6365
```

---

# 2
Here is a 2-piece molecular cluster, C3H10NO overall from the OMol25 dataset. Energies are from the ωB97M-V functional and the def2-TZVPD basis.

Computed properties:
Multiplicity   2
Energy above the lowest of the compared OMol25 structures with the same formula, charge and spin   33.6 kcal per mole

```
15
C3H10NO the ωB97M-V functional and the def2-TZVPD basis
C -1.8425 0.7249 0.7320
C -0.9639 0.1035 -0.0359
O -0.1760 -0.9509 0.4673
C -0.5899 0.4362 -1.4390
H -2.4493 1.4613 0.2246
H -2.0660 0.4429 1.7490
H -0.5153 -1.0980 1.3610
H -1.3980 0.9628 -1.9399
H 0.3039 1.0629 -1.4300
H -0.3644 -0.4878 -1.9682
N 2.4417 -0.2031 0.2089
H 1.4250 -0.5027 0.2771
H 2.6127 0.3762 -0.6473
H 2.6707 0.3926 1.0372
H 3.0612 -1.0425 0.2371
```

---

# 3
Here is a 2-piece molecular cluster, C3H10NO overall from the OMol25 dataset. Energies are from the ωB97M-V functional and the def2-TZVPD basis.

Computed properties:
Multiplicity   2
Energy above the lowest of the compared OMol25 structures with the same formula, charge and spin   65.4 kcal per mole

```
15
C3H10NO the ωB97M-V functional and the def2-TZVPD basis
C -2.0728 -0.0129 0.6606
N -0.7581 0.7079 0.7262
H -2.0944 -0.7748 1.4345
H -2.2564 -0.4474 -0.3137
H -2.8696 0.6905 0.8963
H -0.2238 0.4846 1.5769
H -0.1446 0.3490 -0.0367
H -0.8894 1.7101 0.5999
C 2.0109 -0.2420 0.1845
C 1.6584 -0.3790 -1.1368
O 0.3095 -0.6213 -1.5450
H 1.8755 -1.0127 0.9380
H 2.8405 0.4348 0.3647
H 2.2340 0.1056 -1.9224
H 0.3804 -0.9923 -2.4268
```

---

# 4
Here is a 2-piece molecular cluster, C3H10NO overall from the OMol25 dataset. Energies are from the ωB97M-V functional and the def2-TZVPD basis.

Computed properties:
Multiplicity   2
Energy above the lowest of the compared OMol25 structures with the same formula, charge and spin   4.9 kcal per mole

```
15
C3H10NO the ωB97M-V functional and the def2-TZVPD basis
C -1.4543 2.1736 -0.9588
N -1.2937 2.1030 0.3994
H -2.0108 2.9900 -1.3855
H -0.7845 1.5932 -1.5639
H -0.8081 1.3574 0.8813
H -1.6262 2.8118 1.0274
C 1.0182 -1.0820 0.6625
O -0.2870 -0.4864 0.6696
C 1.2007 -1.9993 -0.5330
H 1.7115 -0.2457 0.5323
H 1.2673 -1.5028 1.6369
H -0.8086 -1.1165 1.1758
H 0.7628 -1.5653 -1.4296
H 2.2616 -2.0229 -0.7599
H 0.8512 -3.0082 -0.3545
```

---

# 5
Here is a 2-piece molecular cluster, C3H10NO overall from the OMol25 dataset. Energies are from the ωB97M-V functional and the def2-TZVPD basis.

Computed properties:
Total charge   +1
Energy above the lowest of the compared OMol25 structures with the same formula, charge and spin   21.3 kcal per mole

```
15
C3H10NO the ωB97M-V functional and the def2-TZVPD basis
C -0.2294 1.6314 -2.1341
O -0.5864 1.2691 -0.7799
H 0.6525 1.0587 -2.4070
H 0.0150 2.6929 -2.2128
H -1.0352 1.4049 -2.8202
H -1.4568 1.6368 -0.5911
C 0.7218 -0.4557 2.0211
C 0.0144 -2.0298 0.3359
N 0.1338 -0.8354 0.7419
H 0.9139 -1.3591 2.5995
H 1.6177 0.1230 1.8398
H -0.0086 0.1213 2.5817
H 0.3207 -2.8613 0.9522
H -0.4284 -2.1607 -0.6425
H -0.1724 -0.0806 0.0688
```

---

# 6
Here is a 2-piece molecular cluster, C3H10NO overall from the OMol25 dataset. Energies are from the ωB97M-V functional and the def2-TZVPD basis.

Computed properties:
Total charge   +1
Energy above the lowest of the compared OMol25 structures with the same formula, charge and spin   16.0 kcal per mole

```
15
C3H10NO the ωB97M-V functional and the def2-TZVPD basis
C -1.3835 0.5848 -1.5293
C -1.0130 -0.0465 -0.1799
C 1.0967 1.2617 0.0360
N 0.4223 0.1935 0.1427
H -1.1593 1.6351 -1.3982
H -0.8159 0.1168 -2.3273
H -2.4427 0.4184 -1.6920
H -1.6190 0.3782 0.6235
H -1.1134 -1.1183 -0.0724
H 2.1731 1.2167 -0.0513
H 0.5322 2.1670 -0.1570
H 0.9563 -0.6535 0.3051
H 0.8173 -2.4804 2.2679
H 2.1765 -1.7887 2.2806
O 1.3723 -1.8849 1.7516
```

---

# 7
Here is a 2-piece molecular cluster, C3H10NO overall from the OMol25 dataset. Energies are from the ωB97M-V functional and the def2-TZVPD basis.

Computed properties:
Total charge   +1
Energy above the lowest of the compared OMol25 structures with the same formula, charge and spin   33.0 kcal per mole

```
15
C3H10NO the ωB97M-V functional and the def2-TZVPD basis
C -2.3790 -0.8604 0.7776
N -1.9074 -0.2080 -0.1995
H -2.6438 -1.9008 0.6706
H -2.4775 -0.3782 1.7386
H -1.6017 0.7663 -0.1774
H -1.8304 -0.6522 -1.1150
C 1.7488 0.1614 -0.6313
O 0.6452 -0.5377 -1.2311
C 1.3108 1.0731 0.5063
H 2.5111 -0.5157 -0.2562
H 2.2325 0.7320 -1.4206
H 0.8119 -1.4805 -1.1373
H 0.9556 2.0576 0.1892
H 0.5030 0.5728 1.0639
H 2.1209 1.1702 1.2223
```

---

# 8
Here is a 2-piece molecular cluster, C3H10NO2 overall from the OMol25 dataset. Energies are from the ωB97M-V functional and the def2-TZVPD basis.

Computed properties:
Total charge   -1
Energy above the lowest of the compared OMol25 structures with the same formula, charge and spin   26.5 kcal per mole

```
16
C3H10NO2 the ωB97M-V functional and the def2-TZVPD basis
C -0.9895 -0.7054 1.3955
N -0.2405 0.0368 0.4288
C 0.1882 -0.6601 -0.7679
C 1.6729 -0.3104 -1.0156
O 2.4974 -0.7148 -0.0512
H -1.1134 -0.1229 2.3155
H -0.5045 -1.6505 1.6765
H -2.0196 -0.8934 1.0745
H 0.6146 0.4482 0.7803
H -0.3526 -0.5442 -1.7101
H 0.2869 -1.7301 -0.6655
H 1.7138 0.7737 -1.3474
H 1.9528 -0.7863 -2.0049
H -0.6753 2.7885 -0.0747
H -1.4291 1.5524 0.0373
O -1.6020 2.5183 -0.0712
```